The following is a quantum chemistry calculation of an isolated molecule of C7H7N3S, from the Open Molecules 2025 dataset.

The geometry in XYZ format:
```
18
C7H7N3S, DFT ωB97M-V with the def2-TZVPD basis set
C 1.18 -0.45 0.00
C 2.46 -0.86 -0.04
C 3.20 1.03 0.87
C 1.02 0.93 0.49
C -1.51 1.68 0.13
C -0.22 1.49 0.31
C -3.02 -1.44 -0.96
N 3.51 -0.13 0.38
N 2.04 1.63 0.91
N -2.35 0.66 0.39
S -2.37 -0.92 0.65
H 0.34 -1.15 -0.35
H 2.84 -1.89 -0.24
H 4.05 1.70 1.19
H -2.15 2.63 -0.07
H -3.65 -0.71 -1.47
H -3.36 -2.51 -0.71
H -2.01 -1.69 -1.48
```

Results
LUMO (alpha / beta) = -1.491 / -0.794 eV
total charge = 0
HOMO-LUMO gap (alpha / beta) = 0.2401 / 0.2659 Ha
ΔE to the lowest compared entry with this formula, charge and spin = 161.9 kcal per mole
energy = -22671.884 eV